(i)
The following is a DFT calculation (wB97M-V/def2-TZVPD) of an isolated ion of composition C4H9N4O2 and charge +1.

```
19
C4H9N4O2, DFT wB97M-V/def2-TZVPD
N 2.30822 0.99495 -1.30752
C 1.25302 0.44626 -0.69204
N -0.04194 0.46625 -1.01598
C -0.75325 -0.45281 -0.15110
O -1.35408 -1.59097 -0.81832
C -2.07394 0.41752 0.10692
N -2.45060 0.90057 1.29705
O -2.73781 0.66215 -0.92408
C 0.28106 -1.05988 0.87951
N 1.52474 -0.41378 0.35223
H 2.97311 0.33533 -1.51251
H 1.96340 1.77761 -1.99186
H -0.61473 -1.79649 -1.39349
H -3.30097 1.28888 1.43075
H -2.02787 0.71657 2.19608
H -2.45210 0.13280 -1.67230
H 0.07370 -0.86091 1.88382
H 0.35686 -2.10144 0.73407
H 2.37898 -0.83098 0.61696
```

**HOMO-LUMO gap**: 9.790 eV
**Total charge**: +1
**SMILES string**: NC1=N[C@](O)(C(=[NH2+])O)CN1
**HOMO**: -13.117 eV
**E_LUMO**: -0.12227 Eh

(ii)
The following is a DFT calculation (wB97M-V/def2-TZVPD) of a 3-piece molecular cluster, C4H9N4O2 overall.

```
19
C4H9N4O2, DFT wB97M-V/def2-TZVPD
C 0.00356 -1.84162 -0.56037
C -1.22353 1.10781 1.20057
C -1.70187 0.53139 -1.20649
C 0.47184 1.30023 -2.03367
N -0.28130 -2.50324 -1.48848
N -1.61619 1.09124 0.07977
N -0.75763 0.53967 -1.99791
N 1.33661 -0.42340 2.65935
O 0.25204 -1.26282 0.39154
O -0.93931 1.07335 2.30535
H -2.62107 0.16890 -1.43906
H 1.02308 1.20084 -1.10727
H 1.25709 0.91387 -2.75932
H 0.21829 2.33214 -2.38061
H -0.62402 -2.54079 -2.39978
H 2.30643 -0.28273 3.10787
H 1.29401 -1.08790 1.82375
H 0.78851 0.46327 2.31224
H 0.81347 -0.78020 3.49252
```

**HOMO-LUMO gap**: 9.472 eV
**Total charge**: +1
**HOMO**: -12.952 eV
**E_LUMO**: -0.12786 Eh

Stability, lowest: (ii)

(i)
The following is a DFT calculation (wB97M-V/def2-TZVPD) of C46H56BaBrFIN5O2PS as an isolated structure.

```
115
C46H56BaBrFIN5O2PS, DFT wB97M-V/def2-TZVPD
Ba -0.44493 -0.22860 -0.59466
C -4.36194 3.30100 2.26630
C -3.63949 2.60636 1.10382
C -3.22356 1.20581 1.54112
C -2.61116 3.55692 0.46753
C -3.22869 4.54953 -0.29883
C -2.52599 5.55913 -0.91913
C -1.15632 5.61241 -0.72625
C -0.48539 4.65273 0.02057
C 0.99518 4.92468 0.26612
C 1.28651 5.10823 1.75822
C 1.95201 3.94764 -0.40467
C -1.19546 3.54877 0.57451
N -0.48237 2.45168 1.10565
C -0.50890 2.23405 2.43091
C -0.96179 3.12160 3.44213
C -0.91520 2.79464 4.78942
C -0.41147 1.57736 5.22995
C 0.05396 0.67489 4.27127
C -0.00448 1.01591 2.94995
F 0.47128 0.11413 2.02396
H -5.18678 2.67663 2.62000
H -4.76859 4.26679 1.96369
H -3.68064 3.46059 3.10301
H -4.38633 2.46351 0.31523
H -2.70934 1.19877 2.49995
H -2.57805 0.74549 0.80272
H -4.11415 0.57816 1.63423
H -4.30614 4.50177 -0.42001
H -3.03431 6.29938 -1.52436
H -0.58416 6.42725 -1.15751
H 1.18522 5.89767 -0.19864
H 1.02031 4.22370 2.33148
H 0.70546 5.94093 2.15999
H 2.34736 5.31585 1.92237
H 1.69862 2.91620 -0.17636
H 2.98349 4.12673 -0.09029
H 1.90849 4.06490 -1.48760
H -1.35624 4.08154 3.13212
H -1.28285 3.51451 5.51237
H -0.37934 1.32817 6.28144
H 0.47338 -0.28605 4.54338
Br 3.69738 3.93039 -5.24823
C 2.50577 3.01737 -4.09399
C 1.15126 3.29768 -4.14660
C 0.32229 2.60866 -3.27623
N 0.76368 1.70130 -2.40823
C 2.07111 1.45609 -2.37371
C 2.99173 2.09026 -3.19477
H 0.74921 4.02769 -4.83366
H -0.74330 2.80385 -3.27299
H 2.42418 0.73505 -1.64730
H 4.04496 1.86734 -3.10998
C -4.94060 0.87790 -3.94710
N -4.44281 1.20883 -2.62675
C -3.05826 1.63185 -2.69181
C -4.69696 0.13834 -1.65349
C -4.10669 -1.22210 -1.96904
C -4.95670 -2.19769 -2.48887
C -4.48019 -3.46378 -2.80666
C -3.13386 -3.73465 -2.61383
C -2.30059 -2.74319 -2.09733
C -2.73487 -1.45638 -1.73219
H -4.85123 1.75172 -4.59721
H -5.99576 0.60294 -3.88450
H -4.39969 0.04119 -4.41535
H -2.99784 2.53929 -3.30134
H -2.38872 0.86962 -3.12114
H -2.70247 1.89303 -1.69044
H -5.78659 0.05945 -1.55957
H -4.30735 0.48328 -0.69486
H -6.01028 -1.97095 -2.63872
H -5.14851 -4.22133 -3.20031
H -2.73248 -4.71276 -2.86123
H -1.25438 -3.01987 -1.96183
C 6.19370 1.49269 3.03049
N 4.79600 1.85253 2.99440
C 4.05915 2.34843 4.06366
C 2.78952 2.49223 3.64176
N 2.76320 2.07752 2.32639
C 3.98916 1.67590 1.91272
S 4.42008 1.07360 0.40702
H 6.73544 2.21285 3.64196
H 6.57416 1.50564 2.01206
H 6.32937 0.48988 3.43897
H 4.50737 2.54163 5.02130
H 1.90220 2.82201 4.15386
H 1.95248 2.10359 1.71765
I 3.15705 -7.82581 -4.55480
C 2.53698 -6.05095 -3.63286
C 2.35867 -4.91191 -4.40312
C 1.94661 -3.74055 -3.78456
C 1.71608 -3.70849 -2.41576
C 1.89820 -4.86032 -1.66216
C 2.31067 -6.03981 -2.26491
C 1.24697 -2.43193 -1.75407
O 1.10225 -1.41455 -2.47260
O 0.99604 -2.47345 -0.51996
H 2.53504 -4.93827 -5.46979
H 1.79017 -2.83392 -4.35375
H 1.70805 -4.81463 -0.59796
H 2.45161 -6.93758 -1.67859
C -1.29240 -3.79002 1.70729
P -2.21103 -2.20117 1.69658
C -2.48208 -1.97064 3.50154
C -3.87679 -2.79156 1.21423
H -1.81811 -4.56425 2.27262
H -0.30178 -3.63162 2.13616
H -1.14870 -4.11975 0.67716
H -2.92432 -2.86130 3.95642
H -3.14411 -1.11931 3.66862
H -1.53480 -1.74978 3.99335
H -4.22076 -3.59124 1.87587
H -3.85167 -3.14390 0.18230
H -4.58309 -1.96018 1.25642
```

**HOMO-LUMO gap**: 6.572 eV
**Total charge**: -1
**HOMO**: -4.567 eV
**E_LUMO**: 0.07367 Eh

(ii)
The following is a DFT calculation (wB97M-V/def2-TZVPD) of C46H56BaBrFIN5O2PS as an isolated structure.

```
115
C46H56BaBrFIN5O2PS, DFT wB97M-V/def2-TZVPD
Ba -0.87830 -0.08947 0.31211
C -1.45229 -5.50089 1.37244
C -1.81376 -4.04602 1.06617
C -2.78463 -3.48733 2.10893
C -2.35962 -3.89675 -0.34172
C -3.56381 -4.50323 -0.67723
C -4.11309 -4.35994 -1.94170
C -3.44965 -3.59334 -2.88430
C -2.23432 -2.98203 -2.59126
C -1.53290 -2.16330 -3.65674
C -1.28195 -2.98697 -4.92105
C -2.31736 -0.89279 -3.98864
C -1.67557 -3.13333 -1.31024
N -0.49440 -2.45808 -0.93942
C 0.66931 -3.09524 -1.08589
C 0.88930 -4.32234 -1.76811
C 2.15771 -4.86071 -1.92781
C 3.28860 -4.23620 -1.41577
C 3.11480 -3.04251 -0.70632
C 1.85786 -2.52078 -0.55893
F 1.72706 -1.33294 0.11182
H -1.02030 -5.58425 2.37253
H -0.72676 -5.88399 0.65219
H -2.33859 -6.14040 1.33443
H -0.89293 -3.46330 1.11973
H -3.69936 -4.08644 2.14943
H -3.06940 -2.45969 1.87925
H -2.32904 -3.49889 3.10184
H -4.08850 -5.08896 0.07015
H -5.05820 -4.83058 -2.18649
H -3.88843 -3.46267 -3.86797
H -0.56936 -1.86290 -3.24341
H -2.22049 -3.32522 -5.36693
H -0.67476 -3.86796 -4.70161
H -0.75374 -2.38994 -5.66845
H -3.30916 -1.13652 -4.38137
H -1.79112 -0.30360 -4.74545
H -2.44966 -0.26039 -3.11004
H 0.02712 -4.83043 -2.18332
H 2.26286 -5.79637 -2.46636
H 4.27326 -4.66623 -1.53481
H 3.94976 -2.51125 -0.26588
Br 5.53630 3.49612 2.94904
C 4.08269 2.78379 1.96455
C 2.82539 2.74118 2.52981
C 1.79840 2.20669 1.76263
N 1.96382 1.74605 0.52480
C 3.19156 1.78540 0.01094
C 4.28875 2.29905 0.68571
H 2.64155 3.08946 3.53575
H 0.79610 2.13692 2.17830
H 3.29256 1.38500 -0.99158
H 5.26661 2.31547 0.22676
C 2.38352 -0.24799 3.71771
N 1.95404 -1.44908 4.40095
C 2.09434 -1.29616 5.83362
C 0.60407 -1.85883 3.98832
C -0.53435 -0.87715 4.22621
C -1.13383 -0.87495 5.48790
C -2.20992 -0.04301 5.76871
C -2.70554 0.76964 4.76046
C -2.10845 0.73807 3.50228
C -0.99983 -0.05983 3.17232
H 3.42995 -0.03855 3.95891
H 1.78055 0.62970 3.99662
H 2.29647 -0.38480 2.63770
H 3.14607 -1.12091 6.07437
H 1.77627 -2.21170 6.33712
H 1.50723 -0.45925 6.24412
H 0.39589 -2.80087 4.50804
H 0.65174 -2.07863 2.91754
H -0.77399 -1.55086 6.25992
H -2.67020 -0.05248 6.75047
H -3.56683 1.40450 4.94559
H -2.57817 1.35527 2.72953
C 0.96053 0.90275 -5.82319
N 1.47696 -0.29693 -5.20167
C 1.88728 -1.44892 -5.85617
C 2.27472 -2.32659 -4.91033
N 2.10717 -1.69827 -3.69629
C 1.61196 -0.44958 -3.85807
S 1.26327 0.69068 -2.67123
H 1.17196 0.85873 -6.88939
H 1.43960 1.77388 -5.38018
H -0.11369 0.98701 -5.66049
H 1.84761 -1.53959 -6.92644
H 2.63470 -3.33633 -4.97946
H 2.27338 -2.10995 -2.78406
I -8.86733 -0.79961 -4.25074
C -7.17649 -0.45362 -3.06346
C -6.76191 -1.43165 -2.17279
C -5.64064 -1.19592 -1.39051
C -4.93983 -0.00397 -1.50897
C -5.36566 0.95984 -2.41360
C -6.49316 0.74632 -3.19316
C -3.68559 0.20949 -0.69506
O -3.45306 -0.60516 0.22947
O -2.91726 1.15638 -1.01969
H -7.29872 -2.36731 -2.09428
H -5.27872 -1.94056 -0.69365
H -4.79258 1.87358 -2.50537
H -6.82943 1.49679 -3.89557
C 0.17025 4.79520 0.34276
P -0.92572 3.38619 -0.10234
C -1.12485 3.68045 -1.90069
C -2.52766 4.04950 0.50152
H -0.23603 5.74588 -0.01220
H 1.15856 4.64390 -0.09552
H 0.28893 4.84465 1.42648
H -1.46611 4.69900 -2.10587
H -1.85019 2.96083 -2.28013
H -0.17484 3.50317 -2.40789
H -2.72786 5.05097 0.11094
H -2.52216 4.08513 1.59245
H -3.31735 3.36807 0.18485
```

**HOMO-LUMO gap**: 6.406 eV
**Total charge**: -1
**HOMO**: -4.402 eV
**E_LUMO**: 0.07365 Eh

Stability, lowest: (i)

(i)
The following is a DFT calculation (wB97M-V/def2-TZVPD) of one molecule with the formula C21H23N3O5.

```
52
C21H23N3O5, DFT wB97M-V/def2-TZVPD
C -3.27593 -3.22832 -0.54325
C -2.09658 -2.33638 -0.92040
N -1.41242 -1.80968 0.24453
C -0.46638 -2.71522 0.88091
C 0.93723 -2.55484 0.26970
O 1.39005 -3.37023 -0.50586
N 1.53821 -1.42048 0.68789
C 2.78824 -0.90752 0.32760
C 3.13614 0.35106 0.81424
C 4.35554 0.91906 0.50889
C 5.25924 0.23030 -0.29642
N 6.51325 0.74296 -0.64496
C 7.07815 1.94132 -0.31507
C 8.46634 2.09826 -0.90539
O 6.54878 2.78854 0.36568
C 4.91043 -1.02835 -0.78199
C 3.69036 -1.59674 -0.47740
C -1.52129 -0.57182 0.74468
O -0.80327 -0.17838 1.65777
C -2.55275 0.37340 0.12747
C -2.64951 1.66011 0.95317
O -3.53039 2.56980 0.34004
C -4.70582 1.99753 -0.06904
C -5.77446 2.82636 -0.38872
C -6.98282 2.28495 -0.78130
C -7.13990 0.90968 -0.84985
C -6.07839 0.07649 -0.55417
C -4.85576 0.61323 -0.17358
O -3.81643 -0.25535 0.07685
H -3.99849 -2.65738 0.03222
H -2.95048 -4.08128 0.04666
H -3.75438 -3.59704 -1.44620
H -2.45008 -1.51207 -1.53834
H -1.36130 -2.90710 -1.49614
H -0.43412 -2.49339 1.95040
H -0.79759 -3.74141 0.72396
H 0.98329 -0.81830 1.29519
H 2.43740 0.88782 1.43948
H 4.61487 1.89237 0.88911
H 7.06531 0.12620 -1.22532
H 8.42301 2.03982 -1.99108
H 9.12316 1.31320 -0.53620
H 8.86816 3.06464 -0.61602
H 5.60521 -1.57200 -1.40723
H 3.43245 -2.56987 -0.85969
H -2.22806 0.64480 -0.89351
H -1.67892 2.15086 1.02391
H -2.99899 1.40309 1.96171
H -5.63056 3.89227 -0.31452
H -7.80627 2.93788 -1.02534
H -8.08682 0.48406 -1.14324
H -6.17180 -0.99624 -0.61592
```

**HOMO-LUMO gap**: 8.600 eV
**SMILES string**: CCN(CC(=O)Nc1ccc(NC(C)=O)cc1)C(=O)[C@@H]1COc2ccccc2O1
**HOMO**: -7.911 eV
**E_LUMO**: 0.02533 Eh

(ii)
The following is a DFT calculation (wB97M-V/def2-TZVPD) of one molecule with the formula C21H23N3O5.

```
52
C21H23N3O5, DFT wB97M-V/def2-TZVPD
C -4.03020 3.27906 -2.04714
C -4.14356 1.82702 -1.60164
O -2.86894 1.27316 -1.29267
C -2.38414 1.51587 -0.06761
O -2.96437 2.18877 0.75299
C -1.10508 0.82660 0.11407
C 0.06288 1.15591 0.84706
C 0.39155 2.31920 1.66317
C -0.57620 3.08339 2.31446
C -0.18653 4.16252 3.08191
C 1.14923 4.50406 3.22393
C 2.12108 3.74259 2.58374
O 3.46505 3.97631 2.64736
C 3.92015 5.06148 3.41624
C 1.73400 2.65374 1.80937
N 1.00665 0.22771 0.67605
N 0.49760 -0.69709 -0.12245
C 1.10841 -1.83301 -0.53106
C 2.50036 -2.06065 -0.04432
C 0.39977 -2.66905 -1.36518
C 1.00101 -3.96015 -1.84211
C 0.68479 -5.11035 -0.87967
C 1.05214 -6.44652 -1.47693
O 1.21014 -6.67355 -2.64477
O 1.17079 -7.38853 -0.53305
C -0.92448 -2.29529 -1.73262
C -1.75596 -3.13908 -2.64377
N -1.48726 -1.19121 -1.30977
C -0.79469 -0.38461 -0.51916
H -5.00919 3.65124 -2.33598
H -3.64797 3.88675 -1.23061
H -3.35312 3.35956 -2.89423
H -4.53749 1.19868 -2.40331
H -4.78804 1.75494 -0.71868
H -1.61846 2.83240 2.21872
H -0.93566 4.75527 3.58599
H 1.41519 5.35559 3.83062
H 3.53396 6.01422 3.03861
H 5.00535 5.05348 3.32476
H 3.64673 4.95183 4.47105
H 2.49240 2.06900 1.31565
H 2.75885 -1.26543 0.64980
H 2.58792 -3.02121 0.45780
H 3.20151 -2.04556 -0.87773
H 0.61022 -4.22070 -2.82550
H 2.08278 -3.86043 -1.93372
H -0.38661 -5.14012 -0.66386
H 1.20169 -4.99997 0.07375
H 1.38414 -8.24738 -0.93131
H -2.73552 -2.68054 -2.73965
H -1.86667 -4.15052 -2.25944
H -1.29621 -3.19940 -3.62914
```

**HOMO-LUMO gap**: 8.613 eV
**SMILES string**: CCOC(=O)c1c(-c2cccc(OC)c2)nn2c(C)c(CCC(=O)O)c(C)nc12
**HOMO**: -8.242 eV
**E_LUMO**: 0.01364 Eh

Stability, lowest: (ii)